No. 1
This record from the OMol25 dataset describes a structure of composition C12H30LiN2O4. The level of theory is ωB97M-V with the def2-TZVPD basis set.

XYZ file:
```
49
Properties=species:S:1:pos:R:3
C -0.307 -0.224 2.605
H 0.595 -1.959 2.220
H -2.351 3.041 -0.523
C 2.100 -0.549 2.105
H 2.347 0.356 -2.215
H 3.732 0.740 -1.356
O 0.755 -1.983 -1.205
H -1.607 1.871 0.554
C -3.391 -1.174 0.758
H 3.651 0.505 1.133
C 1.933 -2.871 -1.165
C 0.132 -1.861 -2.501
H -1.894 -1.792 2.795
H -0.156 0.797 -2.446
N 0.685 -1.020 1.859
H -1.868 -1.384 -1.672
C -1.543 2.313 -0.440
H 0.273 3.181 1.391
H -0.251 0.836 2.356
Li 0.193 -0.471 0.007
C 0.026 3.766 0.506
C 2.563 0.508 1.068
H 2.274 1.526 1.332
H 1.629 -3.888 -0.918
H -3.541 -2.194 1.111
C -1.730 1.277 -1.556
H -2.409 -0.074 2.856
H 0.927 4.297 0.200
C 2.647 0.811 -1.272
H -4.083 -0.551 1.324
O -0.313 2.941 -0.592
H 2.756 -1.416 2.033
H -0.121 -0.302 3.676
H 0.832 -1.540 -3.273
H -2.646 0.735 -1.321
N -0.650 0.343 -1.691
O -2.022 -0.852 0.996
C -1.721 -0.789 2.404
H 2.301 1.831 -1.440
H -0.222 -2.863 -2.748
H -0.768 4.492 0.686
O 2.007 0.212 -0.193
H 2.531 -2.554 -0.310
H 2.246 -0.313 3.159
H -1.549 -0.787 -3.240
H -3.614 -1.035 -0.300
C -1.072 -0.945 -2.274
H 2.608 -2.843 -2.020
H -1.916 1.854 -2.462
```

* 2S+1: 1
* total charge: +1
* ΔE to the lowest compared entry with this formula, charge and spin: 93.65 kJ/mol
* E_tot: -893.00560 Eh
* frontier orbital gap: 0.3904 hartree

---

No. 2
This record from the OMol25 dataset describes a structure of composition C12H30LiN2O8S. The level of theory is ωB97M-V with the def2-TZVPD basis set.

XYZ file:
```
54
Properties=species:S:1:pos:R:3
H 1.937 -16.319 -5.533
H 10.138 -13.292 -2.689
H 5.321 -13.292 -2.875
H 7.416 -12.205 -2.675
H 7.873 -13.282 -1.397
H -1.316 -21.099 -4.378
O 3.935 -14.551 -5.515
H -2.154 -17.525 -3.515
H -0.156 -18.597 -1.527
O -0.704 -19.673 -3.276
N 5.962 -15.225 -2.849
H 5.086 -19.505 -4.171
H -1.848 -16.861 -1.831
O 5.452 -14.991 -7.329
H 6.848 -15.330 -3.321
H 10.090 -14.037 -4.282
C -1.019 -18.802 -2.160
H 5.700 -13.763 -1.289
H 0.183 -16.122 -2.445
S 4.312 -15.507 -6.554
H -1.898 -19.469 -4.947
H 1.589 -14.608 -2.261
C 5.875 -17.695 -2.360
H 0.776 -17.960 -4.114
C -1.729 -20.130 -4.097
C 0.333 -16.978 -4.280
H -0.293 -17.025 -5.172
Li 4.408 -15.900 -4.067
N -0.425 -16.472 -3.171
O 2.456 -16.063 -3.504
C -1.442 -17.373 -2.703
C 6.064 -13.857 -2.312
H 9.345 -12.432 -4.123
H 5.327 -16.196 -1.043
H 7.034 -16.112 -1.353
C 9.554 -13.369 -3.606
H 6.711 -17.999 -2.990
H 3.258 -15.211 -1.874
O 4.700 -16.738 -5.874
O 3.226 -15.644 -7.522
C 1.507 -15.972 -4.593
C 6.066 -16.205 -1.845
H 4.140 -19.598 -2.619
C 4.334 -19.039 -3.534
H 5.752 -18.403 -1.541
H 3.371 -19.073 -4.045
H 3.017 -14.092 -3.222
H -1.814 -19.289 -1.594
H 1.130 -14.955 -4.697
O 8.306 -13.922 -3.339
C 7.452 -13.260 -2.402
H -2.614 -20.380 -3.511
C 2.562 -14.903 -2.654
O 4.700 -17.705 -3.192
```

* 2S+1: 1
* total charge: -1
* E_tot: -1592.37986 Eh
* frontier orbital gap: 0.1908 hartree

---

No. 3
This record from the OMol25 dataset describes a cluster of 3 separate species, C12H30NO7S4 in total. The level of theory is ωB97M-V with the def2-TZVPD basis set.

XYZ file:
```
54
Properties=species:S:1:pos:R:3
O 5.609 1.154 0.164
O -4.990 0.664 -0.589
H 5.766 2.766 2.310
H -8.601 1.084 0.679
H 8.242 2.529 2.102
H -3.193 -0.084 0.969
C -7.838 1.392 -0.034
H 6.516 3.047 3.884
H -1.361 0.783 -0.884
C -1.223 0.495 0.165
O 7.939 1.865 -0.370
H 2.595 -2.344 1.045
C 1.336 -2.105 -0.774
C 2.574 -0.004 -1.153
H 2.443 0.680 -2.004
H -9.190 1.949 -1.621
H -2.893 -0.679 -2.420
O -7.413 0.194 -0.712
O 0.991 -2.698 -1.709
H 2.215 -3.836 0.133
H -7.014 1.820 0.540
S 0.528 0.055 0.523
H -3.510 -2.070 -0.087
O -6.212 0.820 -2.766
C -8.424 2.408 -0.995
O 7.462 0.633 1.708
H -5.793 -1.996 -0.723
H 6.791 -1.411 0.118
H 0.964 -3.104 1.123
C -5.873 -1.528 -1.702
H -8.865 3.241 -0.447
S 7.027 0.929 0.203
H 8.249 1.380 3.429
H -7.658 2.807 -1.661
H 3.292 -0.773 -1.467
H 7.071 -0.684 -1.488
C 7.656 1.751 2.594
S -6.023 0.216 -1.487
H 0.423 -0.881 1.515
C 7.368 -0.677 -0.441
C -2.228 -0.541 0.710
C -2.441 -1.817 -0.162
S -2.071 -1.652 -1.941
N 1.256 -0.632 -0.837
H -4.972 -1.717 -2.284
H 5.726 1.497 3.526
C 1.818 -2.868 0.465
H -1.912 -2.701 0.222
H -6.745 -1.896 -2.237
H -1.818 -0.888 1.682
H 8.434 -0.871 -0.351
C 6.340 2.298 3.111
H 3.001 0.583 -0.328
H -1.370 1.418 0.757
```

* 2S+1: 1
* total charge: +1
* E_tot: -2649.06511 Eh
* frontier orbital gap: 0.3344 hartree

---

No. 4
This record from the OMol25 dataset describes a cluster of 3 separate species, C12H30O3 in total. The level of theory is ωB97M-V with the def2-TZVPD basis set.

XYZ file:
```
45
Properties=species:S:1:pos:R:3
O 16.938 75.740 59.673
H 14.931 73.405 58.002
H 12.067 74.169 58.349
H 17.974 78.160 60.800
H 10.767 75.532 58.642
H 16.360 79.084 60.741
H 14.302 76.602 61.546
H 9.522 81.403 59.165
O 11.164 79.841 60.219
C 12.835 75.101 62.180
H 14.615 75.636 63.188
H 9.841 78.611 59.827
H 8.741 80.626 60.281
H 13.367 79.935 61.838
H 16.652 77.713 61.724
C 9.086 80.528 59.428
C 10.127 79.423 59.335
C 16.950 77.972 60.724
H 12.419 78.138 60.272
C 12.527 79.186 60.055
H 10.455 74.568 61.056
C 15.179 74.351 58.712
H 17.007 75.381 57.608
H 10.394 73.907 58.459
H 15.315 77.144 59.789
H 14.392 79.593 60.212
H 8.210 80.293 58.774
H 13.216 80.980 60.508
C 14.253 75.704 62.183
H 14.793 75.084 61.611
H 16.484 77.633 58.461
C 13.496 79.888 60.741
C 11.399 74.282 60.385
H 10.531 79.125 58.298
H 12.743 73.992 62.570
C 11.152 74.550 58.956
H 11.931 75.765 62.603
H 11.453 73.345 60.626
H 17.224 73.946 58.717
H 12.667 79.198 58.977
O 12.512 75.055 60.679
H 15.102 73.883 59.598
H 14.648 75.188 58.268
C 16.405 77.173 59.625
C 16.593 74.838 58.637
```

* 2S+1: 1
* total charge: 0
* ΔE to the lowest compared entry with this formula, charge and spin: 81.93 kJ/mol
* E_tot: -700.65045 Eh
* frontier orbital gap: 0.3785 hartree
* structure (SMILES): CCOCC.CCOCC.CCOCC

---

No. 5
This record from the OMol25 dataset describes a structure of composition C12H31ClIO2P2Sc. The level of theory is ωB97M-V with the def2-TZVPD basis set.

XYZ file:
```
50
Properties=species:S:1:pos:R:3
C 3.914 -1.411 -0.385
C -0.690 1.751 2.965
H 3.154 0.866 -3.161
C 0.130 1.243 -3.041
C 0.229 1.147 1.947
H 4.904 -1.058 -0.699
H -1.736 1.589 2.704
O 0.118 2.155 -0.833
H -2.573 2.080 -0.474
H 3.070 1.165 0.816
C -3.128 1.229 -0.061
H 4.310 1.305 -0.475
H -2.996 1.209 1.029
H -3.436 -1.480 1.146
Cl 1.377 -2.663 0.738
C 0.215 1.185 -1.568
C -0.657 -1.065 2.535
I -1.191 -3.621 -1.075
C 3.231 1.220 -0.270
C 0.442 -1.166 3.552
H 2.783 -0.867 -3.412
H -0.491 1.356 3.961
P 2.609 -0.296 -1.069
H 0.770 -0.205 3.954
H 0.102 2.298 -3.350
H 1.294 -1.693 3.120
H -0.508 2.827 3.000
P -2.534 -0.329 -0.792
H -1.618 -0.724 2.932
H -2.988 -1.140 -3.034
C -3.316 -0.273 -2.442
H -3.039 0.651 -2.970
H 4.371 -0.386 -2.744
H 3.746 -2.426 -0.760
H 0.996 0.750 -3.512
H -4.198 1.330 -0.297
O -0.293 -0.131 1.436
H -0.770 0.719 -3.391
H -4.408 -0.310 -2.310
H -3.464 -2.517 -0.300
H 0.063 -1.774 4.375
H 0.315 1.813 1.090
Sc -0.020 -1.107 -0.524
C -3.654 -1.500 0.072
C 3.296 -0.145 -2.759
H 3.844 -1.433 0.710
H 1.233 0.977 2.353
H 2.696 2.098 -0.651
H -4.699 -1.220 -0.116
H -0.805 -2.024 2.040
```

* 2S+1: 1
* total charge: +2
* E_tot: -2827.09354 Eh
* frontier orbital gap (alpha / beta): 0.2736 / 0.2049 hartree

---

No. 6
This record from the OMol25 dataset describes a cluster of 7 separate species, C12H31N2O8 in total. The level of theory is ωB97M-V with the def2-TZVPD basis set.

XYZ file:
```
53
Properties=species:S:1:pos:R:3
H 3.873 6.785 -2.456
C -4.836 -4.649 0.640
H -1.619 -2.333 0.658
O 3.143 -1.674 0.524
H -0.699 2.464 0.976
H -4.173 -4.110 1.327
H -3.071 -2.342 -2.482
C -1.432 -1.262 0.731
C 3.612 2.867 -2.977
H 1.032 -3.742 1.856
C -0.158 0.454 4.789
H 0.127 1.507 4.729
H 1.546 2.098 0.759
H 4.182 3.695 -3.402
C 4.880 6.851 -2.861
C -3.734 -1.477 -2.567
N -2.063 0.914 1.201
H -1.136 -5.200 0.753
C -0.168 -0.813 0.411
H -3.355 -0.737 1.403
H 5.778 6.290 -4.488
C -2.369 -0.369 1.145
O -0.140 -0.145 3.489
H 5.161 7.903 -2.950
O -5.723 -3.749 -0.009
H -3.542 -0.917 -0.707
C 0.133 0.549 0.509
H -5.429 -5.360 1.209
O 2.527 0.337 0.765
H -5.190 -3.124 -0.509
C -0.855 1.395 0.899
O 3.045 3.246 -1.717
H 5.574 6.345 -2.183
C 0.603 -4.649 1.435
H 0.761 -0.074 3.156
H -2.776 1.566 1.511
N 2.877 -0.730 -0.105
H -1.169 0.380 5.183
C 1.498 1.153 0.213
H 1.153 -4.921 0.531
H 1.652 1.403 -0.841
H 0.573 -1.525 0.076
O 4.885 6.224 -4.140
H 2.801 2.609 -3.654
H 3.776 3.472 -1.134
H -3.183 -0.632 -2.985
H -4.560 -1.725 -3.227
O -4.276 -1.134 -1.287
H 0.525 -0.071 5.458
H 0.681 -5.454 2.166
O -0.770 -4.392 1.123
H -4.236 -5.194 -0.095
H 4.264 1.999 -2.849
```

* 2S+1: 1
* total charge: +1
* E_tot: -1186.81789 Eh
* frontier orbital gap: 0.2873 hartree

---

No. 7
This record from the OMol25 dataset describes a cluster of 7 separate species, C12H31NO9S in total. The level of theory is ωB97M-V with the def2-TZVPD basis set.

XYZ file:
```
54
Properties=species:S:1:pos:R:3
H -3.486 -0.141 -4.613
C 0.465 0.645 -0.657
O -1.356 -2.120 -0.637
C -1.122 2.028 0.299
H -1.387 4.564 5.056
H -1.160 0.570 6.730
O 1.327 -4.766 -0.282
C 0.997 1.505 0.471
O -2.033 2.703 0.480
O -0.997 2.714 4.277
H 0.664 1.380 5.601
O -0.031 2.037 1.193
C -2.297 1.679 -2.467
H -1.332 -0.073 -2.320
O -2.832 0.374 -5.098
H -0.191 0.727 8.215
C -0.361 1.132 7.219
H -1.780 -2.783 1.282
H -0.716 -1.366 1.154
H 0.141 4.444 4.157
C -3.527 1.052 -6.141
H 3.034 -3.981 0.539
O 4.499 -1.934 -0.679
H -0.644 2.185 7.300
S 1.417 -0.517 -1.559
H -1.570 -2.980 -1.010
C -1.243 2.226 -3.499
H 2.709 -5.675 0.969
C 5.383 -2.825 -1.354
H -4.004 0.332 -6.810
H 2.088 -1.169 -0.576
H -1.415 4.482 3.281
H -0.084 -2.981 0.756
H 4.798 -3.457 -2.017
H -1.745 3.070 -3.992
N -1.770 0.556 -1.654
H -4.284 1.718 -5.720
H 3.301 -5.258 -0.667
O 2.141 1.678 0.601
H -0.568 2.349 3.496
O 0.843 1.013 6.474
H 1.022 -5.618 -0.609
H -2.585 2.545 -1.868
H -0.970 1.497 -4.258
H 5.907 -3.451 -0.628
H -2.806 1.640 -6.704
C -0.822 1.007 -0.758
C 2.670 -4.935 0.165
H 5.033 -1.383 -0.099
C -0.906 4.132 4.182
H 6.109 -2.261 -1.946
H -3.189 1.369 -3.006
H -0.376 2.653 -2.984
C -0.962 -2.332 0.715
```

* 2S+1: 1
* total charge: 0
* ΔE to the lowest compared entry with this formula, charge and spin: 79.75 kJ/mol
* E_tot: -1605.80823 Eh
* frontier orbital gap: 0.3153 hartree
* structure (SMILES): CCNC1=C(S)C(=O)OC1=O.CO.CO.CO.CO.CO.CO

---

No. 8
This record from the OMol25 dataset describes a structure of composition C12H32Br2MnO4. The level of theory is ωB97M-V with the def2-TZVPD basis set.

XYZ file:
```
51
Properties=species:S:1:pos:R:3
Br -3.118 0.507 2.121
H 1.405 -2.109 -3.175
H -2.738 1.624 -1.145
H 0.982 -3.016 1.263
H 0.263 -3.253 4.506
H -1.382 2.114 -2.934
O -0.003 1.453 0.908
H 1.657 -3.787 2.505
C -0.159 -2.384 4.001
C 1.563 -2.761 2.149
H 0.376 4.815 1.069
H -1.018 3.788 1.701
H -2.928 1.895 -3.800
H -4.995 0.896 -1.832
C 1.307 2.743 -0.613
H 0.691 -2.162 -0.800
C -0.007 3.820 1.294
H -1.061 -2.571 3.418
O 0.856 -1.235 -0.614
C 2.252 -1.940 -2.511
C 0.823 -1.776 3.026
H 1.571 -1.184 3.553
Mn -1.048 -0.596 0.703
H 1.698 3.745 -0.788
C -0.016 2.738 0.245
H 3.848 0.094 -1.015
H -1.572 -0.735 -1.899
H 2.357 -2.954 -2.125
H 0.644 3.511 2.113
H 3.132 -1.761 -3.129
H 1.058 2.047 -1.414
H 2.134 2.273 -0.080
C 1.891 -0.802 -1.458
H -0.506 -1.675 4.752
H -0.804 2.799 -0.506
H 1.447 -0.022 -2.076
Br -1.820 -3.058 0.141
H -1.908 0.576 -3.837
O 0.093 -0.815 2.379
C -2.717 0.812 -1.873
C -4.152 0.222 -1.982
C 3.024 -0.410 -0.511
O -1.794 -0.086 -1.228
H 2.805 0.085 0.435
H -4.385 -0.209 -2.956
H 3.437 -1.346 -0.134
H 0.024 -0.096 3.011
H 0.670 1.728 1.534
H -4.298 -0.499 -1.177
H 2.590 -2.446 1.968
C -2.174 1.407 -3.183
```

* 2S+1: 6
* total charge: 0
* ΔE to the lowest compared entry with this formula, charge and spin: 0.00 kJ/mol
* E_tot: -7076.45819 Eh
* frontier orbital gap (alpha / beta): 0.2965 / 0.2997 hartree
* ⟨S²⟩: 8.75